No. 1
DFT (ωB97M-V/def2-TZVPD) results for C24H14IIrNO4 as an isolated structure.

Output
net charge = -2
⟨S²⟩ = 0.763
spin multiplicity = 2
orbital gap (alpha / beta) = 0.215 / 0.232 hartree
LUMO level (alpha / beta) = 3.849 / 3.825 eV

Each line ends with the Löwdin spin population.
Atoms and positions in Å:
Ir: -0.508 0.311 -0.036  0.73
I: -3.018 -1.725 1.232  0.04
C: -4.158 0.026 1.103  0.00
C: -5.477 -0.158 1.414  0.00
C: -6.340 0.949 1.528  0.00
C: -5.837 2.198 1.353  0.00
C: -4.475 2.407 1.025  0.00
C: -4.015 3.736 0.881  0.00
C: -2.716 3.967 0.571  0.00
C: -1.834 2.888 0.348  0.02
C: -2.193 1.550 0.454  0.05
C: -3.563 1.306 0.858  0.00
H: -5.856 -1.157 1.573  0.00
H: -7.386 0.799 1.769  0.00
H: -6.469 3.072 1.475  0.00
H: -4.715 4.553 1.027  0.00
H: -2.355 4.983 0.459  0.00
H: -0.826 3.139 0.053  0.00
O: 7.634 0.340 -1.410  0.00
C: 6.825 1.296 -1.392  0.00
O: 7.007 2.499 -1.667  0.00
C: 5.382 0.921 -0.962  0.00
C: 5.090 -0.367 -0.530  0.00
C: 3.798 -0.669 -0.128  0.00
N: 2.797 0.209 -0.160  0.01
C: 3.067 1.440 -0.585  0.00
C: 4.343 1.843 -0.978  0.00
C: 1.913 2.432 -0.631  0.01
O: 2.181 3.615 -0.804  0.00
O: 0.699 2.004 -0.488  0.08
H: 5.880 -1.106 -0.512  0.00
H: 3.548 -1.663 0.235  0.00
H: 4.517 2.862 -1.289  0.00
C: -0.151 -1.340 -0.284  0.03
C: 0.186 -2.721 -0.395  0.03
C: 0.112 -3.577 0.713  -0.01
C: 0.528 -4.897 0.623  0.00
C: 1.019 -5.406 -0.570  -0.01
C: 1.048 -4.580 -1.689  0.00
C: 0.632 -3.265 -1.609  -0.01
H: -0.266 -3.178 1.647  0.00
H: 0.472 -5.534 1.499  0.00
H: 1.389 -6.423 -0.619  0.00
H: 1.411 -4.969 -2.633  0.00
H: 0.681 -2.612 -2.471  0.00

No. 2
DFT (ωB97M-V/def2-TZVPD) results for a 2-piece molecular cluster, C24H15F2N2O2 overall.

Output
net charge = +1
orbital gap = 0.218 hartree
LUMO level = -6.048 eV

Each line ends with the Löwdin charge.
Atoms and positions in Å:
F: -4.636 4.845 0.466  0.09
C: -4.595 3.490 0.464  -0.22
C: -5.772 2.757 0.470  0.05
C: -5.737 1.378 0.538  -0.03
C: -4.533 0.722 0.629  0.00
C: -3.324 1.435 0.639  -0.19
C: -2.092 0.748 0.868  0.08
C: -0.854 1.355 0.807  -0.06
C: 0.327 0.817 1.272  0.06
C: 1.560 1.546 1.282  -0.21
C: 1.770 2.675 0.472  0.04
C: 2.936 3.403 0.556  -0.23
F: 3.117 4.503 -0.214  0.09
C: 3.924 3.014 1.445  0.05
C: 3.744 1.903 2.245  -0.03
C: 2.583 1.172 2.166  0.00
C: -3.386 2.835 0.522  0.08
H: -6.708 3.287 0.432  0.13
H: -6.657 0.818 0.535  0.12
H: -4.506 -0.352 0.682  0.12
H: -2.144 -0.278 1.190  0.14
H: -0.808 2.356 0.419  0.10
H: 0.308 -0.147 1.749  0.14
H: 1.049 2.966 -0.271  0.10
H: 4.835 3.584 1.491  0.13
H: 4.512 1.608 2.937  0.12
H: 2.425 0.325 2.810  0.12
H: -2.492 3.430 0.507  0.12
O: 3.571 -1.340 -1.264  0.11
C: 2.481 -1.830 -1.492  -0.32
C: 2.157 -3.260 -1.437  -0.10
C: 0.817 -3.428 -1.762  -0.10
C: 0.247 -4.687 -1.770  0.02
C: 1.037 -5.772 -1.449  -0.04
C: 2.375 -5.604 -1.123  -0.04
C: 2.946 -4.347 -1.115  0.02
C: 0.227 -2.114 -2.036  -0.32
O: -0.930 -1.908 -2.349  0.11
C: 1.273 -1.144 -1.861  -0.12
N: 1.150 0.151 -2.046  0.07
N: 1.039 1.301 -2.220  0.32
H: -0.795 -4.795 -2.017  0.12
H: 0.607 -6.761 -1.444  0.11
H: 2.973 -6.464 -0.867  0.11
H: 3.980 -4.194 -0.856  0.13

No. 3
DFT (ωB97M-V/def2-TZVPD) results for an isolated molecule of C24H16F3NO3S.

Output
net charge = 0
orbital gap = 0.293 hartree
LUMO level = -0.172 eV

Each line ends with the Löwdin charge.
Atoms and positions in Å:
N: -5.223 -0.425 3.079  0.15
C: -4.075 -0.493 2.873  -0.18
C: -2.672 -0.604 2.636  -0.24
C: -2.066 -1.860 2.479  -0.02
C: -0.725 -1.964 2.159  -0.01
C: 0.048 -0.790 2.005  -0.24
C: 1.421 -0.915 1.432  -0.23
C: 1.286 -0.686 -0.333  -0.18
C: 1.011 0.654 -0.687  0.01
C: -0.036 0.991 -1.515  -0.18
C: -0.373 2.321 -1.976  -0.14
C: 0.413 3.447 -1.602  -0.01
C: 0.049 4.750 -1.978  -0.08
C: -1.099 4.972 -2.751  -0.08
C: -1.868 3.869 -3.155  -0.08
C: -1.505 2.572 -2.781  -0.01
O: -0.860 0.036 -2.021  0.06
C: -0.553 -1.297 -1.814  -0.16
C: -1.289 -2.184 -2.591  0.01
C: -0.953 -3.534 -2.564  -0.06
C: 0.142 -3.964 -1.793  -0.09
C: 0.883 -3.079 -1.031  -0.01
C: 0.511 -1.703 -1.002  -0.13
S: 2.540 0.122 2.398  0.84
O: 1.995 0.255 3.769  -0.28
O: 2.954 1.297 1.610  -0.30
C: 4.079 -0.939 2.588  -0.58
F: 5.189 -0.246 2.915  0.15
F: 4.300 -1.582 1.384  0.09
F: 3.825 -1.878 3.529  0.12
C: -0.505 0.458 2.350  -0.01
C: -1.883 0.542 2.617  0.00
H: -2.661 -2.758 2.558  0.12
H: -0.228 -2.945 2.059  0.13
H: 1.820 -1.949 1.489  0.12
H: 2.360 -0.967 -0.111  0.14
H: 1.716 1.419 -0.350  0.11
H: 1.300 3.281 -0.984  0.11
H: 0.658 5.594 -1.630  0.11
H: -1.401 5.991 -3.006  0.10
H: -2.767 4.030 -3.742  0.10
H: -2.132 1.742 -3.096  0.11
H: -2.110 -1.814 -3.205  0.13
H: -1.519 -4.251 -3.162  0.11
H: 0.408 -5.034 -1.777  0.11
H: 1.779 -3.398 -0.471  0.13
H: 0.108 1.373 2.411  0.12
H: -2.293 1.543 2.789  0.13

No. 4
DFT (ωB97M-V/def2-TZVPD) results for C24H16N10O5RuS3 as an isolated structure.

Output
net charge = -1
⟨S²⟩ = 0.764
spin multiplicity = 2
orbital gap (alpha / beta) = 0.210 / 0.211 hartree
LUMO level (alpha / beta) = 0.886 / 0.885 eV

Each line ends with the Löwdin spin population.
Atoms and positions in Å:
Ru: -0.165 0.444 0.254  0.63
C: -2.697 -1.783 -4.069  0.00
N: -2.144 -0.814 -3.145  0.00
C: -1.797 -0.935 -1.868  0.01
N: -1.355 0.231 -1.432  0.02
C: -1.450 1.050 -2.511  0.01
N: -1.940 0.460 -3.565  0.00
C: -1.951 -3.094 -4.148  0.00
C: -2.650 -4.224 -4.556  0.00
C: -1.987 -5.421 -4.785  0.00
C: -0.619 -5.505 -4.588  0.00
C: 0.079 -4.385 -4.146  0.00
C: -0.579 -3.177 -3.930  0.00
C: 1.522 -4.503 -3.911  0.00
N: 2.373 -5.232 -4.553  0.00
N: 3.595 -5.039 -3.929  0.00
C: 3.376 -4.231 -2.947  0.00
O: 2.088 -3.835 -2.882  0.00
C: 4.306 -3.833 -1.908  0.00
C: 5.672 -4.247 -1.924  0.00
C: 6.434 -3.976 -0.849  0.00
C: 5.911 -3.317 0.327  0.00
C: 4.642 -2.880 0.371  0.00
C: 4.058 -2.253 1.608  0.00
N: 2.646 -1.978 1.525  0.00
C: 2.213 -0.855 0.746  0.01
N: 1.265 -0.168 1.552  0.03
C: 1.227 -0.878 2.712  0.00
N: 2.031 -1.886 2.807  0.02
C: 3.807 -2.978 -0.866  0.00
H: -2.660 -1.283 -5.036  0.00
H: -3.748 -1.957 -3.829  0.00
H: -1.831 -1.852 -1.302  0.00
H: -1.141 2.080 -2.489  0.00
H: -3.722 -4.166 -4.707  0.00
H: -2.542 -6.292 -5.108  0.00
H: -0.084 -6.430 -4.757  0.00
H: -0.012 -2.309 -3.599  0.00
H: 6.055 -4.797 -2.771  0.00
H: 7.470 -4.293 -0.847  0.00
H: 6.560 -3.195 1.187  0.00
H: 4.637 -1.341 1.840  0.00
H: 4.187 -2.929 2.455  0.00
H: 3.038 -0.251 0.342  0.00
H: 0.551 -0.611 3.509  0.00
H: 2.761 -3.138 -0.611  0.00
S: -1.859 -0.224 1.671  0.08
C: -2.677 1.264 1.993  0.03
C: -3.866 1.196 2.783  0.00
N: -4.828 1.121 3.408  0.01
C: -2.205 2.460 1.532  -0.01
S: -0.721 2.523 0.619  0.15
C: -2.859 3.699 1.802  0.00
N: -3.387 4.704 1.996  -0.02
O: 1.038 -0.844 -2.859  0.00
S: 1.918 -0.347 -1.795  0.00
O: 4.010 -1.958 -1.793  0.00
O: 1.393 0.961 -1.218  0.00
O: 1.437 -1.299 -0.458  0.00